A 2-piece molecular cluster, C5H9NOS overall. Source: the Open Molecules 2025 dataset; level of theory: ωB97M-V/def2-TZVPD.

XYZ file:
```
17
Properties=species:S:1:pos:R:3:forces:R:3:mulliken_charge:R:1
C -0.259 1.018 1.733 -3.0 4.4 0.2 0.05
C 1.858 -0.221 1.430 -2.1 -4.5 0.0 -1.06
C -0.313 -1.119 2.494 -2.5 2.1 1.9 -0.89
C -0.707 0.106 -3.455 1.9 1.6 1.6 -0.83
C 0.440 -0.172 1.940 0.1 -1.3 -0.2 0.89
N -0.939 1.981 1.718 2.0 -2.4 -0.3 -0.51
O -0.373 -0.216 -0.789 0.0 0.6 -0.6 -0.47
S -1.400 0.238 -1.773 -0.8 0.1 0.1 0.26
H 1.736 -0.609 0.375 0.6 0.7 1.0 0.23
H 2.175 0.757 1.476 1.7 1.8 0.1 0.40
H 2.312 -1.048 2.082 0.3 1.6 -1.1 0.32
H -0.030 -2.075 2.810 0.8 -1.3 0.0 0.36
H -1.488 1.640 -1.908 0.5 -0.7 0.7 0.14
H -1.335 -0.767 2.971 2.0 -0.9 -1.5 0.23
H 0.335 -0.295 -3.250 -1.5 -0.2 -0.8 0.28
H -0.576 1.140 -3.791 0.1 -0.3 -0.2 0.30
H -1.436 -0.357 -4.062 -0.2 -1.2 -0.8 0.32
```
Positions in Å, forces in eV/Å.

For the gap between HOMO and LUMO, the calculation gives 9.89 eV. As for the largest force on an atom: 5.3 eV/A. The calculation puts the HOMO energy at -9.29 eV. Its multiplicity is 1.

C5H9NOS3 as an isolated structure. Source: the Open Molecules 2025 dataset; level of theory: ωB97M-V/def2-TZVPD.

XYZ file:
```
19
Properties=species:S:1:pos:R:3:forces:R:3:mulliken_charge:R:1
C 4.056 -0.771 -0.372 0.9 0.3 0.5 -0.53
C 2.754 -0.627 0.432 0.7 -0.3 -0.9 0.02
C -2.906 1.455 0.666 0.7 1.1 -0.8 -1.06
C -3.813 0.498 -0.064 -3.6 2.2 -1.7 0.66
C -3.480 -0.931 -0.224 -0.7 0.5 -1.0 -0.14
H 4.509 1.544 -1.164 1.0 -1.4 2.1 0.15
H 3.908 -0.697 -1.481 -0.3 -0.7 1.3 0.24
H 4.686 -1.687 -0.071 -1.0 1.5 -0.5 0.28
H 2.793 -0.289 1.529 0.0 -0.5 -1.6 0.30
H -0.458 -1.335 -0.560 2.3 1.1 0.9 0.21
H -2.569 1.251 1.680 0.1 -0.8 -0.2 0.37
H -3.444 2.390 0.777 -0.2 0.2 -0.3 0.32
H -1.999 1.689 0.011 -1.1 -0.5 0.9 0.25
H -4.263 -1.407 -0.865 1.0 -0.1 0.5 0.36
N 1.684 -0.834 -0.238 3.2 0.3 0.2 -0.27
O -4.840 0.953 -0.694 3.7 -1.8 2.3 -0.56
S 5.078 0.769 -0.037 -1.1 0.7 -2.0 -0.23
S 0.292 -0.577 0.507 -2.3 -0.5 -1.0 -0.07
S -1.988 -1.393 0.168 -3.4 -1.3 1.2 -0.32
```
Positions in Å, forces in eV/Å.

For the gap between HOMO and LUMO, the calculation gives 7.29 eV. As for the largest force on an atom: 4.7 eV/A. The calculation puts the HOMO energy at -8.93 eV. Its multiplicity is 1.

One molecule with the formula C5H9NS. Source: the Open Molecules 2025 dataset; level of theory: ωB97M-V/def2-TZVPD.

XYZ file:
```
16
Properties=species:S:1:pos:R:3:forces:R:3:mulliken_charge:R:1
C -1.915 -0.293 -1.411 -0.2 2.0 1.3 -0.79
C -0.836 -0.375 -0.631 0.6 -2.0 -2.3 0.14
S 0.253 -1.835 -0.807 -0.1 0.9 0.6 -0.19
C 1.399 -1.244 0.521 -0.2 1.0 -1.8 -0.59
C 0.574 -0.227 1.277 -1.2 0.4 0.1 -0.83
C -0.300 0.635 0.301 0.8 0.1 1.1 0.15
N 0.567 1.615 -0.344 0.3 0.0 0.8 -0.50
H -2.623 0.516 -1.139 0.4 -0.4 -0.6 0.22
H -2.098 -0.837 -2.307 -0.2 -0.8 -0.1 0.31
H 1.737 -2.055 1.133 0.1 -0.5 0.3 0.41
H 2.257 -0.765 0.000 -0.4 -0.3 0.5 0.29
H 1.196 0.310 1.970 0.2 0.7 0.2 0.40
H -0.179 -0.720 1.862 -0.2 -0.7 0.6 0.32
H -1.215 1.095 0.738 0.8 -0.1 0.4 0.26
H 0.697 2.493 0.167 -0.3 -0.7 -0.6 0.20
H 0.485 1.687 -1.330 -0.3 0.4 -0.6 0.21
```
Positions in Å, forces in eV/Å.

For the gap between HOMO and LUMO, the calculation gives 9.10 eV. As for the largest force on an atom: 3.1 eV/A. The calculation puts the HOMO energy at -8.12 eV. Its multiplicity is 1.

One molecule with the formula C5H9NS2. Source: the Open Molecules 2025 dataset; level of theory: ωB97M-V/def2-TZVPD.

XYZ file:
```
17
Properties=species:S:1:pos:R:3:forces:R:3:mulliken_charge:R:1
N 3.268 -0.370 -0.067 -3.0 0.4 -3.3 -0.61
C 2.059 0.546 0.176 1.1 0.8 0.8 -0.55
C 0.709 -0.047 0.258 0.5 -4.0 -0.1 0.19
C 0.334 -1.264 -0.208 2.1 2.0 0.0 -0.35
S -1.328 -1.520 -0.320 -2.0 -1.8 -0.4 -0.19
C -1.638 -0.255 0.836 -2.2 1.7 3.4 -0.78
C -0.440 0.629 0.781 -0.7 2.3 0.0 -0.31
S -0.837 1.795 -0.491 -0.4 1.6 -2.1 -0.23
H 3.410 -1.035 0.696 -0.5 0.0 -0.5 0.28
H 2.929 -0.860 -1.034 1.7 0.8 3.3 0.28
H 2.159 0.997 1.235 0.5 0.1 -1.9 0.29
H 1.931 1.320 -0.706 0.9 -1.1 2.0 0.25
H 1.019 -1.827 -0.781 0.4 -1.0 -0.4 0.31
H -2.565 0.405 0.699 1.2 -1.3 -0.6 0.38
H -1.790 -0.488 1.926 0.3 -1.1 -0.9 0.37
H -0.308 1.292 1.614 0.2 -0.2 1.0 0.50
H -1.163 0.735 -1.275 -0.1 0.6 -0.3 0.17
```
Positions in Å, forces in eV/Å.

For the gap between HOMO and LUMO, the calculation gives 8.69 eV. As for the largest force on an atom: 4.4 eV/A. The calculation puts the HOMO energy at -7.96 eV. Its multiplicity is 1.

A 2-piece molecular cluster, C5H9NSe overall. Source: the Open Molecules 2025 dataset; level of theory: ωB97M-V/def2-TZVPD.

XYZ file:
```
16
Properties=species:S:1:pos:R:3:forces:R:3:mulliken_charge:R:1
C 0.125 2.570 0.643 3.0 2.1 1.6 -0.61
C -0.481 1.438 0.379 -1.8 0.8 -1.7 -0.06
N -0.488 0.386 1.195 0.7 -2.2 2.6 -0.42
C -1.160 -0.676 1.041 -1.0 1.2 -2.3 -0.05
Se -0.954 -2.026 2.314 -2.5 -1.9 -0.6 -0.08
H 0.858 2.669 1.548 -1.6 -0.5 -1.6 0.21
H 0.148 3.500 0.038 -0.5 -1.1 0.1 0.27
H -1.181 1.323 -0.439 0.0 0.4 -0.8 0.26
H -1.831 -0.830 0.101 0.9 0.1 1.7 0.33
H 0.201 -1.374 2.601 2.7 1.2 1.2 0.13
C 0.508 -1.059 -2.068 -0.5 1.7 -0.3 -0.52
C 1.118 -1.244 -0.885 -1.1 -3.6 -4.4 -0.59
H 0.110 -1.792 -2.742 0.4 -1.2 0.2 0.25
H 0.235 -0.104 -2.570 0.4 -0.1 1.2 0.24
H 1.386 -2.333 -0.833 -0.1 1.3 1.3 0.20
H 1.406 -0.448 -0.323 1.1 1.7 1.8 0.42
```
Positions in Å, forces in eV/Å.

For the gap between HOMO and LUMO, the calculation gives 9.10 eV. As for the largest force on an atom: 5.8 eV/A. The calculation puts the HOMO energy at -8.57 eV. Its multiplicity is 1.

A 2-piece molecular cluster, C5H9O2S overall. Source: the Open Molecules 2025 dataset; level of theory: ωB97M-V/def2-TZVPD.

XYZ file:
```
17
Properties=species:S:1:pos:R:3:forces:R:3:mulliken_charge:R:1
O 3.068 2.216 0.503 -0.2 -0.5 -0.3 -0.70
C 2.392 1.412 1.177 0.6 1.2 1.0 0.43
O 2.641 0.921 2.296 -0.2 -0.5 -0.5 -0.70
C 0.934 1.169 0.646 1.8 1.3 0.7 -0.45
C 0.576 -0.342 0.305 -0.4 -1.6 -0.3 0.34
C 1.263 0.103 -0.823 -0.9 -0.2 -0.2 -0.47
S -1.760 -1.192 -1.802 0.4 -0.4 -0.1 -0.66
C -3.187 -1.600 -0.742 -0.6 0.7 -0.7 -0.81
H 0.689 2.053 0.053 -0.4 -0.5 -0.6 0.34
H 0.361 1.332 1.565 -0.4 -0.6 -0.2 0.37
H -0.494 -0.541 0.236 0.1 0.3 -0.5 -0.12
H 1.097 -1.071 0.917 0.2 0.6 0.5 0.23
H 0.697 0.447 -1.683 -0.2 0.2 0.2 0.29
H 2.329 -0.016 -0.956 0.1 0.3 0.4 0.25
H -3.614 -0.614 -0.552 -0.4 -0.2 0.5 0.17
H -3.930 -2.137 -1.340 0.0 -0.1 0.2 0.25
H -3.061 -2.139 0.200 0.4 0.0 -0.1 0.24
```
Positions in Å, forces in eV/Å.

For the gap between HOMO and LUMO, the calculation gives 5.51 eV. As for the largest force on an atom: 2.3 eV/A. The net charge is -1. The calculation puts the HOMO energy at -3.22 eV. Its multiplicity is 1.

A 2-piece molecular cluster, C5H9O3S overall. Source: the Open Molecules 2025 dataset; level of theory: ωB97M-V/def2-TZVPD.

XYZ file:
```
18
Properties=species:S:1:pos:R:3:forces:R:3:mulliken_charge:R:1
C 2.397 -1.713 -0.608 0.1 1.5 2.1 0.70
C -0.865 -0.851 -0.997 0.9 1.5 -0.6 -1.33
C -0.713 -1.014 1.574 2.5 4.3 1.2 -1.28
C 0.511 2.432 -0.133 0.1 -2.8 0.9 -0.93
C -0.497 -0.176 0.304 -1.8 1.1 0.3 0.51
O 1.898 -1.148 0.270 0.3 -0.7 -0.4 -0.28
O 3.072 -2.210 -1.397 0.4 -1.1 -1.7 -0.44
O -2.063 1.899 -0.569 -1.2 0.4 -1.1 -0.73
S -1.101 1.459 0.467 3.1 -0.8 1.0 0.30
H -0.226 -1.713 -1.016 0.0 -1.2 -0.4 0.33
H -1.913 -1.078 -1.217 -0.2 -0.4 0.4 0.30
H -0.563 -0.248 -1.896 -0.1 -0.2 0.7 0.23
H -1.677 -1.317 1.707 -2.9 -1.5 0.4 0.40
H 0.004 -1.800 1.700 0.4 -0.7 -0.1 0.31
H -0.505 -0.273 2.509 -0.4 -1.6 -1.9 0.18
H 1.372 1.656 0.084 -1.6 1.9 -0.8 0.12
H 0.600 3.368 0.345 0.3 1.0 1.3 0.34
H 0.268 2.725 -1.129 0.2 -0.5 -1.3 0.26
```
Positions in Å, forces in eV/Å.

For the gap between HOMO and LUMO, the calculation gives 4.72 eV. As for the largest force on an atom: 5.1 eV/A. The net charge is -1. The calculation puts the HOMO energy at -1.59 eV. Its multiplicity is 1.

C5H9O4S as an isolated structure. Source: the Open Molecules 2025 dataset; level of theory: ωB97M-V/def2-TZVPD.

XYZ file:
```
19
Properties=species:S:1:pos:R:3:forces:R:3:mulliken_charge:R:1
C -1.029 1.156 -1.266 0.5 -1.3 -4.0 -0.11
C -0.308 -1.143 -0.647 -3.0 -0.8 0.1 -1.38
C 1.173 0.686 -0.451 2.9 1.6 3.3 -1.38
C -0.998 0.457 1.118 5.4 -4.1 0.2 -1.97
C -0.303 0.330 -0.272 0.8 -0.7 1.6 1.91
O -1.116 -0.152 -4.002 -0.7 -0.7 -0.4 -0.59
O -2.004 1.806 -1.139 -0.6 0.7 0.7 -0.49
O -0.446 2.244 -3.923 0.3 -2.2 0.5 -0.66
O 1.101 0.439 -3.160 -0.2 -0.1 -1.3 -0.66
S -0.286 0.851 -3.399 0.0 3.6 2.5 0.98
H -1.280 -1.670 -0.232 2.0 0.8 -1.1 0.26
H 0.573 -1.678 -0.396 0.7 -0.3 1.3 0.36
H -0.212 -1.210 -1.702 -0.7 -0.2 -1.2 0.39
H 1.441 1.785 -0.160 -0.6 -1.7 -0.6 0.27
H 1.547 0.506 -1.440 -0.4 0.2 -0.3 0.45
H 1.950 0.052 0.174 -1.9 0.9 -0.5 0.33
H -1.982 0.292 1.082 -3.8 -0.8 -0.4 0.51
H -0.503 -0.355 1.862 -1.1 1.4 -1.8 0.27
H -0.813 1.293 1.634 0.6 3.7 1.5 0.51
```
Positions in Å, forces in eV/Å.

For the gap between HOMO and LUMO, the calculation gives 7.56 eV. As for the largest force on an atom: 6.7 eV/A. The net charge is -1. The calculation puts the HOMO energy at -4.08 eV. Its multiplicity is 1.

C5HF2MgO as an isolated structure. Source: the Open Molecules 2025 dataset; level of theory: ωB97M-V/def2-TZVPD.

XYZ file:
```
10
Properties=species:S:1:pos:R:3:forces:R:3:mulliken_charge:R:1
C 3.841 0.368 -0.798 -1.3 1.2 -4.5 0.10
C 4.186 0.301 0.420 5.8 -2.8 5.8 0.60
F 4.808 -0.351 1.289 -1.1 1.9 -0.8 0.06
O 2.434 0.062 0.034 -5.3 -0.7 -0.1 0.02
C 1.293 -0.068 0.155 2.5 0.4 -0.5 0.48
C -3.438 0.289 0.194 1.4 0.3 0.4 -0.76
C -3.969 -0.458 -0.615 -0.7 -0.8 -1.1 0.91
H -3.521 0.944 1.058 -0.4 -0.1 -0.1 0.44
F -4.408 -1.198 -1.504 0.2 0.5 0.7 -0.04
Mg -1.226 0.111 -0.231 -1.1 0.0 0.2 1.19
```
Positions in Å, forces in eV/Å.

For the gap between HOMO and LUMO, the calculation gives 8.00 eV. As for the largest force on an atom: 8.7 eV/A. The net charge is +3. The calculation puts the HOMO energy at -23.56 eV. Its multiplicity is 1.

A 2-piece molecular cluster, C5HF7 overall. Source: the Open Molecules 2025 dataset; level of theory: ωB97M-V/def2-TZVPD.

XYZ file:
```
13
Properties=species:S:1:pos:R:3:forces:R:3:mulliken_charge:R:1
F 0.648 -1.287 0.596 -0.7 -0.5 0.3 -0.20
C 1.400 -1.198 -0.464 -0.1 1.4 0.8 0.50
F 1.284 -2.169 -1.307 -0.1 -0.5 -0.1 -0.21
C 2.138 -0.125 -0.657 1.1 -0.1 -0.6 0.06
F 2.978 -0.204 -1.712 -0.2 0.4 -0.3 -0.29
C 2.498 1.078 0.179 2.2 0.3 -0.7 0.88
F 2.570 2.203 -0.546 -1.4 0.2 -0.6 -0.25
F 1.860 1.293 1.285 -1.8 -0.1 0.7 -0.24
F 3.789 0.960 0.543 0.9 -1.1 0.4 -0.28
C -0.454 1.281 -1.652 -1.4 -0.1 0.0 -0.47
C -1.008 1.415 -0.589 0.2 0.4 1.1 0.39
F -1.388 1.635 0.628 0.3 -0.2 -0.9 -0.22
H -0.624 1.075 -2.686 0.7 0.0 -0.1 0.31
```
Positions in Å, forces in eV/Å.

For the gap between HOMO and LUMO, the calculation gives 10.81 eV. As for the largest force on an atom: 2.3 eV/A. The calculation puts the HOMO energy at -10.23 eV. Its multiplicity is 1.